Formula: C25H27Cl3N4O3PtS2
Source: the OMol25 dataset
Level of theory: ωB97M-V/def2-TZVPD

The geometry in XYZ format:
```
65
Properties=species:S:1:pos:R:3:forces:R:3
Pt -0.01601 0.00667 0.00015 2.53 0.29 -1.94
N 2.32199 -2.38495 0.05564 -0.21 0.06 0.16
C 2.87295 -1.15001 0.01722 1.07 -0.32 -0.11
C 4.30558 -1.05280 0.00176 -0.53 -0.10 0.01
C 4.89416 0.16565 -0.05507 -0.15 0.61 -0.03
C 4.08534 1.32348 -0.10203 0.73 -0.27 0.01
C 2.73254 1.18918 -0.08522 0.15 -0.31 0.04
N 2.12419 -0.03416 -0.02164 -0.28 -0.30 0.08
H 2.93290 -3.18691 0.07387 0.21 0.34 -0.06
H 1.22700 -2.51916 0.05493 4.39 0.89 -1.10
H 4.90295 -1.95546 0.03184 -0.13 -0.06 0.00
H 5.97345 0.25608 -0.06843 -0.01 -0.02 0.00
H 4.54710 2.29964 -0.15018 -0.14 0.04 0.00
H 2.09605 2.06154 -0.11918 -0.40 -0.27 -0.02
O -0.02754 1.79815 -0.04284 -0.98 1.30 0.11
O -0.36462 -1.33615 2.14789 -0.48 0.03 2.59
S -0.53805 0.12275 2.47761 -0.09 0.45 0.82
C -0.91935 0.20200 4.27994 -0.22 0.08 0.25
C -2.27012 0.89067 4.43046 -0.05 -0.06 0.12
C -3.11243 0.38484 3.26950 -0.10 0.08 -0.02
C -2.24780 0.58613 2.03057 -0.35 0.09 0.53
H -0.11936 0.73936 4.78847 0.08 -0.07 -0.09
H -0.95575 -0.82320 4.65443 0.06 -0.04 -0.18
H -2.15181 1.97568 4.36301 -0.03 -0.03 -0.02
H -2.72796 0.66753 5.39647 0.05 0.03 0.01
H -4.05885 0.92330 3.18798 0.01 -0.04 -0.04
H -3.34114 -0.67617 3.40526 0.02 0.02 0.01
H -2.22216 1.63629 1.73404 0.18 -0.06 -0.14
H -2.57500 -0.01551 1.18372 0.26 -0.02 -0.11
Cl -0.66713 -11.56186 3.77019 0.01 -0.06 0.06
C -0.44477 -10.06723 2.93248 0.00 0.20 -0.18
C -0.97362 -9.90281 1.66225 -0.07 -0.01 -0.13
C -0.79122 -8.70100 0.99723 0.01 -0.12 0.16
C -0.08101 -7.65445 1.57914 0.04 0.22 0.06
C 0.08221 -6.34301 0.83820 -0.23 -0.48 -0.20
C -1.08585 -5.41344 1.14015 -0.07 0.41 0.19
N -0.91980 -4.12810 0.47926 -0.04 -0.12 0.11
C -1.62668 -3.67787 -0.60871 0.00 0.17 -0.17
C -1.08811 -2.47253 -0.91419 0.17 -0.14 -0.40
N -0.05799 -2.14165 -0.03960 -4.61 -2.48 -0.67
C -0.02829 -3.19494 0.80975 -1.17 0.15 -0.04
O 0.10066 -6.57695 -0.56109 0.16 0.54 0.11
C 1.35598 -6.32604 -1.18224 0.05 -0.31 -0.20
C 1.16814 -5.66301 -2.51080 -0.29 0.09 -0.19
C 2.15031 -5.01432 -3.19359 0.23 0.00 0.18
Cl 3.79401 -4.83415 -2.71390 -0.05 -0.04 0.13
S 1.63099 -4.33086 -4.66498 -0.12 0.08 -0.18
C 0.04488 -4.91378 -4.40873 0.01 -0.11 0.13
C -0.05859 -5.60593 -3.24021 -0.04 0.09 -0.07
C 0.42632 -7.84068 2.86116 -0.19 -0.31 -0.06
Cl 1.28195 -6.57365 3.68267 0.03 0.13 -0.04
C 0.25464 -9.03923 3.53805 0.06 -0.06 0.19
H -1.52531 -10.70443 1.18932 0.02 -0.01 0.07
H -1.20984 -8.58483 0.00563 0.11 0.10 0.01
H 1.01401 -5.86427 1.14771 -0.05 0.03 0.05
H -1.18373 -5.22551 2.21151 0.09 -0.19 0.01
H -2.02588 -5.83961 0.78856 0.11 -0.11 -0.02
H -2.41597 -4.24824 -1.06563 0.02 -0.01 0.04
H -1.36966 -1.80869 -1.71297 0.10 -0.01 0.01
H 0.64091 -3.29689 1.64519 -0.06 0.02 0.03
H 1.87155 -7.28472 -1.31139 0.12 0.05 0.03
H 1.98683 -5.68503 -0.55916 -0.02 -0.05 0.06
H -0.73074 -4.71451 -5.13039 0.02 -0.01 0.01
H -0.98252 -6.04832 -2.89800 0.06 -0.02 0.06
H 0.65983 -9.16959 4.53248 0.00 0.03 -0.04
```
Positions in Å, forces in eV/Å.

For the LUMO energy (spin up / spin down), the calculation gives 0.010 / 0.010 Eh. For the max |F|, the calculation gives 5.276 eV Å⁻¹. Its orbital gap (spin up / spin down) is 6.31 / 6.31 eV. For the highest occupied orbital energy (spin up / spin down), the calculation gives -0.2214 / -0.2216 hartree. As for the net charge: 0.